(1)
Here is 2 unconnected molecules or ions with the total composition C18H22BrO3 from OMol25. Energies are from ωB97M-V/def2-TZVPD.

Positions of all 44 atoms, in Å:
C (1.599266, -3.543264, -1.319075)
C (2.536001, -3.183663, -0.170836)
C (3.257070, -1.849501, -0.433109)
C (2.511812, -0.673076, 0.208410)
C (2.512744, 0.622890, -0.628456)
C (1.115097, 1.056315, -1.037812)
C (0.319003, 1.545615, 0.179498)
C (-1.148570, 1.566244, -0.109229)
C (-1.774542, 2.722548, -0.619851)
Br (-0.764990, 4.288223, -0.935916)
C (-3.130449, 2.788347, -0.921009)
C (-3.931304, 1.669931, -0.749096)
C (-3.355186, 0.501883, -0.268918)
C (-1.993501, 0.449268, 0.066294)
C (-1.522417, -0.855527, 0.606924)
O (-0.674262, -0.997157, 1.447353)
C (-2.226144, -2.054470, 0.086442)
C (-3.511520, -1.986904, -0.246917)
C (-4.208680, -0.698650, -0.128913)
O (-5.400587, -0.633063, 0.061019)
H (1.066655, -4.469877, -1.120061)
H (2.141716, -3.631650, -2.255442)
H (0.850560, -2.759322, -1.435243)
H (1.933387, -3.114012, 0.731085)
H (3.251716, -3.995923, -0.052543)
H (3.270894, -1.702037, -1.510976)
H (4.263472, -1.938998, -0.035000)
H (1.477627, -0.987639, 0.310127)
H (2.897400, -0.460889, 1.198885)
H (3.104027, 0.461555, -1.529549)
H (2.961077, 1.419535, -0.038931)
H (0.592715, 0.230546, -1.529619)
H (1.196004, 1.875472, -1.752006)
H (0.530813, 0.913684, 1.026800)
H (0.658011, 2.534666, 0.433869)
H (-3.554660, 3.706725, -1.290620)
H (-4.978854, 1.695750, -0.994682)
H (-1.664497, -2.973402, 0.048439)
H (-4.076142, -2.835843, -0.595530)
C (0.805178, 3.059212, 3.058113)
O (2.014864, 2.868714, 2.518499)
H (0.436676, 2.245927, 3.749165)
H (0.658711, 3.997032, 3.664950)
H (-0.046192, 3.124786, 2.313470)

Forces on the atoms, in the same order (eV/Å):
-0.16 0.20 0.32
-0.02 -0.06 -0.47
-0.52 -0.34 0.52
-0.01 0.18 -0.60
0.13 -0.26 0.26
0.05 0.18 0.16
-0.21 -0.36 -0.42
-0.55 0.25 0.11
-0.13 -0.37 0.04
0.06 0.09 -0.02
0.17 -0.32 0.11
0.45 0.05 0.16
0.11 0.45 -0.03
0.01 0.48 -0.25
-0.14 0.12 -0.18
0.53 -0.08 0.32
-0.41 -0.15 -0.31
0.44 -0.29 -0.10
0.11 0.15 0.06
-0.55 -0.03 -0.15
-0.05 -0.19 -0.06
0.07 -0.07 -0.18
-0.09 0.11 -0.12
0.13 -0.03 0.32
0.10 -0.08 0.16
0.39 0.03 -0.18
0.30 0.26 -0.23
-0.21 -0.01 0.28
-0.07 -0.09 0.25
0.20 0.11 -0.09
0.08 0.21 -0.06
-0.03 -0.13 -0.11
-0.13 0.03 -0.23
0.00 0.00 0.29
0.28 0.27 0.37
0.00 0.14 -0.07
-0.19 -0.04 0.03
0.12 -0.17 0.15
-0.17 -0.18 0.12
-0.37 -0.09 0.09
0.06 -0.04 -0.17
0.15 0.01 0.00
0.17 -0.01 -0.05
-0.09 0.06 -0.04

Values from the calculation:
**Energy above the lowest of the compared OMol25 structures with the same formula, charge and spin**: 0.0 kJ/mol
**Net charge**: -1
**M**: 366.27 g/mol
**Gap between HOMO and LUMO**: 3.719 eV
**LUMO**: 1.28 eV
**Max |F|**: 0.8 eV Å⁻¹
**E_HOMO**: -2.435 eV
**Calculated total energy**: -3498.79129 a.u.

Computed natural (NBO) charges, given in elementary charges: -0.601, -0.391, -0.396, -0.403, -0.405, -0.372, -0.513, 0.153, -0.100, 0.078, -0.219, -0.171, -0.132, -0.153, 0.521, -0.486, -0.215, -0.252, 0.519, -0.527, 0.196, 0.194, 0.197, 0.204, 0.186, 0.183, 0.199, 0.194, 0.228, 0.180, 0.243, 0.171, 0.201, 0.268, 0.280, 0.223, 0.227, 0.227, 0.223, -0.181, -0.968, 0.071, 0.074, 0.045

---

(2)
Here is a molecular structure, C17H40HgN2O7S at a distorted geometry from OMol25. Energies are from ωB97M-V/def2-TZVPD.

Positions of all 68 atoms, in Å:
Hg (-38.911634, 13.026894, 6.728540)
C (-35.550967, 13.549601, 9.427193)
C (-36.783016, 13.404512, 8.560519)
O (-37.906250, 13.327432, 9.103401)
O (-36.606991, 13.226073, 7.307749)
H (-35.399714, 12.606552, 9.953078)
H (-35.705324, 14.332987, 10.169261)
H (-34.667559, 13.794864, 8.842246)
C (-39.042231, 11.882550, 2.763573)
C (-39.205381, 11.166289, 4.111070)
C (-38.992628, 9.657991, 3.904758)
O (-38.358741, 11.667680, 5.067486)
H (-39.718985, 11.444543, 2.012316)
H (-38.043942, 11.748971, 2.347563)
H (-39.422276, 12.905062, 2.846658)
H (-40.295633, 11.237469, 4.345860)
H (-39.671290, 9.251934, 3.147661)
H (-39.134418, 9.105140, 4.834561)
H (-37.974896, 9.457799, 3.551171)
C (-37.956883, 17.293956, 5.129906)
C (-38.247024, 16.045636, 5.960779)
C (-39.414627, 16.286199, 6.908061)
O (-39.629200, 15.129775, 7.680751)
C (-40.732271, 15.230987, 8.569860)
N (-38.555830, 14.854541, 5.114191)
H (-38.825690, 17.792874, 4.707166)
H (-37.181870, 17.023802, 4.412527)
H (-37.475203, 18.019669, 5.796184)
H (-37.387260, 15.770626, 6.575737)
H (-40.309037, 16.493414, 6.291989)
H (-39.293037, 17.174439, 7.539191)
H (-41.648834, 15.533132, 8.052680)
H (-40.464157, 15.948545, 9.350509)
H (-40.882903, 14.254377, 9.019158)
H (-39.181055, 15.166803, 4.369150)
H (-37.702632, 14.684578, 4.580664)
C (-42.228562, 10.055203, 7.832147)
C (-41.353413, 11.094555, 7.155872)
C (-42.161106, 12.197831, 6.519393)
O (-41.345914, 13.204784, 5.984756)
C (-42.059857, 14.098260, 5.184149)
N (-40.372215, 11.658335, 8.129473)
H (-43.047233, 9.691684, 7.201703)
H (-42.729087, 10.532457, 8.682563)
H (-41.667733, 9.181766, 8.154489)
H (-40.710669, 10.627398, 6.402326)
H (-42.939434, 12.597560, 7.193789)
H (-42.784530, 11.746109, 5.728359)
H (-41.485061, 14.973010, 4.887778)
H (-42.983631, 14.446605, 5.663845)
H (-42.356473, 13.621635, 4.237219)
H (-40.812205, 11.750937, 9.041816)
H (-39.647147, 10.952605, 8.261220)
C (-34.497874, 9.803787, 6.500001)
C (-34.529521, 10.020316, 8.017671)
C (-35.686385, 9.165404, 8.517142)
S (-36.977389, 9.421764, 7.286328)
O (-37.858442, 10.441050, 7.803259)
O (-37.530593, 8.175062, 6.820936)
C (-35.884799, 10.136339, 6.022133)
H (-34.227769, 8.774678, 6.236088)
H (-33.685466, 10.385394, 6.059890)
H (-34.749274, 11.070931, 8.219688)
H (-33.560655, 9.765298, 8.444708)
H (-36.042546, 9.358062, 9.524396)
H (-35.379244, 8.119155, 8.436487)
H (-36.146883, 11.196127, 6.094113)
H (-36.290907, 9.770260, 5.085554)

Forces on the atoms, in the same order (eV/Å):
0.87 -1.09 -0.16
0.01 0.39 0.06
-0.30 -0.99 -0.36
0.26 0.38 -0.03
0.12 0.63 0.30
0.03 0.02 0.05
-0.05 -0.10 0.08
0.00 -0.11 -0.07
-1.09 -0.44 -0.34
-0.38 -0.49 -0.58
0.22 -0.04 -0.09
-0.13 0.12 0.39
0.05 -0.16 0.16
0.19 0.53 0.26
0.72 0.24 0.02
0.19 0.31 0.21
-0.06 0.06 0.06
0.02 0.04 0.04
0.01 0.05 0.06
1.01 -0.02 1.14
-0.63 -0.05 -0.02
-0.55 -0.03 -0.54
-0.39 0.47 0.09
0.47 0.06 0.06
0.53 1.32 -0.34
-0.10 -0.32 -0.32
-0.30 0.23 -0.41
-0.11 0.10 -0.11
0.12 0.02 -0.16
-0.02 -0.06 0.06
0.35 -0.10 0.08
0.07 0.08 -0.06
-0.28 0.03 0.05
0.11 -0.06 -0.01
-0.33 -0.20 0.26
-0.01 -0.62 0.31
-0.81 0.18 -0.19
1.03 -0.10 0.64
-1.20 -0.58 -0.41
0.01 0.25 0.26
-0.81 0.06 -0.93
-0.54 -0.56 -0.36
0.18 0.05 -0.19
0.15 -0.20 0.15
0.16 0.11 0.13
-0.25 0.05 -0.18
0.46 0.26 0.32
0.33 -0.02 -0.18
0.40 -0.10 0.42
0.12 -0.01 0.17
-0.02 -0.11 0.14
0.04 0.41 -0.05
0.14 0.21 0.00
0.69 -0.17 -0.21
-0.04 0.12 -0.24
0.53 -0.74 -0.12
0.60 0.33 -0.34
-0.28 -0.16 0.30
-0.06 -0.16 0.22
-1.21 0.44 0.42
-0.19 -0.11 0.30
-0.37 0.36 -0.16
0.16 0.04 -0.04
-0.16 -0.08 0.29
-0.18 0.20 -0.08
-0.24 -0.04 0.07
0.30 0.03 -0.13
0.42 -0.16 -0.17

Values from the calculation:
**Energy above the lowest of the compared OMol25 structures with the same formula, charge and spin**: 0.0 kJ/mol
**M**: 617.17 g/mol
**Gap between HOMO and LUMO**: 8.037 eV
**LUMO**: 0.48 eV
**Max |F|**: 1.5 eV Å⁻¹
**E_HOMO**: -7.561 eV
**Calculated total energy**: -1859.48138 a.u.

Computed natural (NBO) charges, given in elementary charges: 1.605, -0.724, 0.769, -0.752, -0.831, 0.223, 0.222, 0.215, -0.625, 0.117, -0.631, -1.008, 0.190, 0.202, 0.185, 0.097, 0.193, 0.215, 0.187, -0.633, -0.087, -0.060, -0.567, -0.241, -0.856, 0.210, 0.220, 0.219, 0.226, 0.152, 0.184, 0.166, 0.182, 0.209, 0.361, 0.390, -0.625, -0.085, -0.069, -0.562, -0.244, -0.895, 0.214, 0.196, 0.231, 0.228, 0.165, 0.179, 0.186, 0.172, 0.179, 0.368, 0.427, -0.414, -0.406, -0.668, 2.178, -0.984, -0.947, -0.665, 0.205, 0.226, 0.225, 0.220, 0.250, 0.232, 0.298, 0.263

---

(3)
Here is 2 unconnected molecules or ions with the total composition C3H7O3 at a distorted geometry from OMol25. Energies are from ωB97M-V/def2-TZVPD.

Positions of all 13 atoms, in Å:
O (-2.010304, -1.769452, 2.842162)
C (-1.795884, -1.274770, 1.711728)
O (-1.236620, -0.020243, 1.478355)
H (-2.015111, -1.822145, 0.719312)
H (-0.913602, 0.532402, -0.044012)
C (0.474128, -0.036818, -1.011383)
O (-0.787280, 0.727150, -1.046231)
C (1.615296, 0.927033, -0.716050)
H (0.409862, -0.702081, -0.182668)
H (0.550317, -0.570731, -2.033801)
H (2.807238, 0.662947, -0.497520)
H (1.582482, 1.763365, -1.344767)
H (1.319478, 1.583344, 0.124875)

Forces on the atoms, in the same order (eV/Å):
0.16 0.55 -2.42
1.84 3.63 0.45
-1.85 -4.31 0.67
0.06 0.33 1.21
-1.57 0.61 -0.57
-0.31 0.63 -2.42
2.09 -1.35 1.58
2.33 0.64 1.88
-0.09 -1.07 0.31
0.22 0.64 1.65
-3.29 0.02 -0.79
0.40 0.80 -2.25
0.01 -1.13 0.69

Values from the calculation:
**Energy above the lowest of the compared OMol25 structures with the same formula, charge and spin**: 202.8 kJ/mol
**Net charge**: -1
**M**: 91.09 g/mol
**Gap between HOMO and LUMO**: 8.807 eV
**LUMO**: 4.07 eV
**Max |F|**: 4.7 eV Å⁻¹
**E_HOMO**: -4.738 eV
**Calculated total energy**: -344.23296 a.u.

Computed natural (NBO) charges, given in elementary charges: -0.714, 0.623, -0.871, 0.042, 0.518, -0.094, -0.791, -0.650, 0.190, 0.145, 0.180, 0.200, 0.222